The following is a DFT calculation (the ωB97M-V functional and the def2-TZVPD basis) of a 6-piece molecular cluster, C5H21NO6S overall in a non-equilibrium geometry.

Its LUMO energy (spin up / spin down) is -0.13955 / -0.32570 Eh. The calculation puts the relative energy (zero: lowest compared OMol25 entry of this formula, charge and spin) at 14.3 kcal/mol. As for the charge: +1. Its spin multiplicity is 2. The gap between HOMO and LUMO (spin up / spin down) comes out at 9.56 / 4.49 eV.

Cartesian coordinates (Å):
H -2.33911 -0.12559 -0.88277
H -3.53185 0.85443 -0.60563
H -1.83484 -3.47487 -0.11185
O -3.31006 -0.05426 -0.82525
O -0.12155 2.05000 -2.94919
C 2.47935 -0.71738 -0.25830
C -0.50753 1.31042 2.17019
H -1.60231 -0.46251 1.21378
C -0.19845 1.74070 0.74906
H -2.40398 -2.02441 -0.52622
H 3.51147 1.73193 -0.06178
H 2.26731 2.44480 1.07793
H -0.03169 1.74642 -3.84637
O -0.77794 -0.54879 -3.21047
S -1.86934 0.15772 2.40379
O -0.09038 -0.20755 -0.60227
H -0.42075 1.23894 -2.49397
H 1.83532 -1.57717 -0.16230
O -0.36909 -3.46025 2.55211
H 2.70858 -0.63063 -1.32721
H -0.78206 -2.84152 1.94998
C 0.56034 0.65168 0.02389
H -1.68739 -0.85736 -3.31772
H -0.47321 -0.94929 -2.38097
H 3.23291 1.15044 1.60692
H 3.41411 -0.83808 0.25469
C 2.76441 1.54482 0.70239
H 0.35405 0.94975 2.68234
H 0.57363 -3.52463 2.36236
H -0.77297 2.15637 2.80877
H -1.04985 1.89442 0.14991
N 1.85735 0.49259 0.23067
O -1.64526 -2.54015 -0.21187
H 0.26076 2.71903 0.83534

Forces on the atoms, in the same order (eV/Å):
-0.175 0.629 -0.287
0.050 0.128 -0.230
-0.586 -0.047 -0.233
0.552 -0.568 0.434
-0.097 0.077 1.258
0.375 0.157 -1.053
-1.183 1.052 0.505
-0.249 -0.329 0.024
0.685 -0.099 0.034
-0.185 -0.966 0.086
0.010 0.342 0.024
-0.034 -0.140 -0.755
0.056 -0.140 -0.563
-0.352 -0.502 0.205
0.755 -0.120 -0.688
-0.426 0.647 0.749
0.134 0.410 -0.635
-0.199 -0.125 0.318
-0.060 -0.107 0.619
-0.038 0.064 0.081
0.251 -0.016 -0.592
-0.080 -0.734 -0.107
0.168 0.014 -0.146
0.015 -0.011 -0.247
0.475 -0.025 -0.183
0.360 -0.257 0.363
-0.163 -0.666 1.060
0.883 -0.932 0.394
-0.212 0.159 -0.218
-0.252 0.163 -0.116
-1.366 0.285 -0.486
-0.026 0.821 0.148
0.501 0.861 0.395
0.412 -0.026 -0.159

These are the Löwdin partial charges, in e, on atoms 1 to 5:
1 H -0.008
2 H 0.054
3 H 0.065
4 O -0.043
5 O -0.075

---

The following is a DFT calculation (the ωB97M-V functional and the def2-TZVPD basis) of C15H26ClIInN2O2P as an isolated structure in a non-equilibrium geometry.

Its LUMO energy is -0.28544 Eh. As for the charge: +2. The gap between HOMO and LUMO comes out at 5.76 eV.

Cartesian coordinates (Å):
H -0.44451 1.83727 3.98027
Cl -2.26702 -1.66006 -1.92653
H 0.61379 0.93504 6.74371
H -0.99183 -4.26640 -4.56965
H 2.22130 1.75113 -4.37584
C -0.44620 1.17703 4.85886
C -0.83328 -1.18605 5.44783
H 0.18858 -4.47468 -5.94010
C 0.18004 0.18480 2.00478
C 1.49736 1.91924 0.96944
C 0.05557 -4.51241 -4.86001
H -1.39916 1.28133 5.41585
H -2.17074 0.17264 -5.14045
H -2.29449 -2.35517 4.37206
H 1.38705 1.97052 -5.93559
C -1.21003 0.45501 -5.58090
H -0.91934 3.28469 -4.52328
C -0.28281 -0.72492 3.13302
C 1.51533 1.29798 -5.07733
O 3.58930 -0.77873 -2.38419
H -2.43788 -2.39847 6.15289
H 0.35434 -5.48234 -4.48632
H 0.06433 3.10220 -3.04405
C 1.01988 1.30788 2.12433
H -0.79434 -0.42471 -6.08204
H 1.93791 0.35368 -5.42894
H -0.75566 -1.14779 0.52854
H 1.69569 1.25242 5.34333
O -0.50732 -1.91723 2.89220
C 2.48376 -0.52536 -2.27503
H -0.76010 -0.63771 6.39747
C -0.08985 -0.29178 0.70707
N -0.40571 -0.24274 4.41651
H -1.36052 1.26043 -6.30907
C -2.22607 -1.76673 5.29017
C 0.72017 1.49352 5.80059
N 0.42312 0.27615 -0.40711
H 0.68955 2.56876 6.01437
In -0.14112 -0.89232 -2.61072
P -0.08272 0.99508 -4.24884
H -1.59202 2.48248 -3.08155
H -0.10912 -2.01162 5.48094
C -0.68265 2.61310 -3.68336
H -2.96283 -0.96648 5.25609
H 1.57043 1.81898 -1.21933
I 1.36955 -3.02447 -3.96073
H 2.11292 2.81427 1.00328
H 1.28940 1.70242 3.10418
C 1.18793 1.38016 -0.28681

Forces on the atoms, in the same order (eV/Å):
-0.325 -0.198 0.479
0.989 0.176 -0.367
0.203 0.281 -0.364
0.945 -0.134 -0.152
-0.059 0.004 -0.091
-0.006 -0.676 -0.047
0.495 -0.538 0.482
0.132 0.309 0.175
0.500 -0.166 -0.497
-0.050 -0.033 -0.988
-1.133 0.240 0.006
0.412 0.251 -0.487
0.015 0.094 -0.109
-0.059 0.054 0.268
-0.131 -0.139 0.243
-0.023 -0.101 0.303
0.185 -0.408 0.098
-0.600 -0.566 1.577
0.066 -0.178 0.325
-2.484 0.747 0.433
-0.054 -0.001 -0.075
0.186 0.055 0.323
-0.119 -0.163 -0.183
-0.443 -0.482 -0.136
-0.006 0.144 0.017
-0.042 0.058 -0.035
0.430 0.328 0.447
-0.375 0.040 0.207
0.526 1.273 -0.426
2.991 -0.833 -0.534
0.004 -0.305 -0.252
-0.067 0.226 -0.214
-0.162 0.457 -1.298
0.085 -0.144 0.166
-0.024 0.167 -0.286
-0.108 0.190 -0.181
-0.575 -0.373 -0.187
0.121 -0.236 0.164
-0.549 0.373 1.666
-0.113 0.860 -1.536
0.156 0.017 -0.171
-0.094 0.230 0.019
-0.201 0.093 0.571
-0.181 0.017 0.020
-0.111 -0.120 0.490
-0.360 -0.362 -0.168
-0.077 -0.199 0.120
0.069 -0.180 -0.394
0.019 -0.152 0.577

These are the Löwdin partial charges, in e, on atoms 1 to 5:
1 H 0.100
2 Cl 0.079
3 H 0.080
4 H 0.039
5 H 0.058

---

The following is a DFT calculation (the ωB97M-V functional and the def2-TZVPD basis) of C40H50Br2N5OReSbSi3 as an isolated structure.

Its LUMO energy (spin up / spin down) is -0.20956 / -0.25341 Eh. The calculation puts the relative energy (zero: lowest compared OMol25 entry of this formula, charge and spin) at 0.0 kcal/mol. As for the charge: +2. Its spin multiplicity is 4. The gap between HOMO and LUMO (spin up / spin down) comes out at 7.01 / 6.01 eV.

Cartesian coordinates (Å):
C 1.57297 0.79040 4.86682
C 0.25949 1.84594 -3.59415
C 0.86687 4.74037 -0.60043
C -5.01316 -0.82053 1.05282
H -1.35131 0.58775 3.20644
H 0.12118 1.08928 -4.35734
C 0.55541 4.16755 -3.00825
H -3.92377 5.12519 -0.85358
N 0.48786 0.27373 2.34869
H -1.25400 -6.13108 0.05920
H -0.46977 1.05175 5.45936
C -2.53657 -1.81375 2.47674
H -4.33950 -4.10301 -3.15924
H -1.23245 -5.83441 -3.77628
C 0.66089 3.81140 -1.64171
N -2.09576 2.55359 0.31499
C 0.21904 0.82691 4.65795
H -4.25988 0.95257 -1.67775
C -2.10196 -2.71800 -4.76051
C -2.54816 3.79099 0.11496
C 2.63974 -0.05920 1.40211
H -0.37124 -5.08611 -5.10659
C 4.00491 -0.12574 1.55101
C -1.82115 -6.17453 -0.87114
H -3.04729 -3.26121 -4.71481
Re -0.02477 0.00958 0.28779
C 0.76899 -2.39946 -3.78756
N -0.08453 -2.21169 0.27421
H -5.19678 -0.91687 -1.68376
H 1.06450 4.98340 1.51743
C 4.61058 0.11602 2.79932
Br 4.71190 0.74400 5.53980
C 0.38228 1.49140 -2.28577
N 0.40974 0.11280 -1.82151
H -5.52335 0.01835 0.57251
C -2.67725 1.52745 -0.32253
H -4.67570 -1.89553 -3.05632
H 1.98686 0.98650 5.84740
H -4.51119 -5.67222 -2.39396
H -2.63829 -6.88608 -0.70555
H 2.10735 -3.95821 2.17618
H -1.51599 -1.67126 2.83402
H 1.38012 -0.21644 -1.84072
H 5.68801 0.05942 2.87721
H -3.23424 -5.41419 -3.56741
H 0.64390 5.21054 -3.28625
H 0.61415 -1.40077 -4.20744
H -1.18653 -6.59708 -1.64822
C 0.74505 -2.59568 1.29111
H -3.72517 0.82443 3.67732
C -4.52915 -1.71545 -1.99026
C -0.28963 0.56141 3.38591
H -4.39544 1.66112 2.28561
H -4.12347 -3.25991 0.36888
C -3.75454 1.76363 -1.18320
H -0.13503 -0.46542 -2.46198
C -3.71666 -4.26168 0.24023
C 1.40379 -4.57451 0.21291
C 1.47691 -3.74352 1.32525
C -0.46412 -5.10200 -4.01534
C -4.21098 3.05407 -1.39548
N 0.52119 2.04286 0.01771
Si -3.26465 -0.37408 1.52510
C -1.47397 -3.06518 -1.67862
H 0.36293 -4.93997 -1.59167
C 0.33434 3.21046 -3.95473
Si -2.68126 -4.56194 -1.28320
H 0.63842 2.60788 1.98837
H -2.05048 4.57506 0.67788
C -3.59592 4.10219 -0.73269
H -2.70082 1.84968 2.64240
C -3.51276 1.12391 2.64554
H -1.67536 -2.90871 -5.75116
Si -0.84652 -3.33630 -3.52172
Br 5.07295 -0.54391 0.07387
C 3.85787 0.41985 3.89857
H -4.56059 -4.95741 0.19619
H -2.52995 -2.71040 1.85555
H 2.01418 -5.46509 0.13284
H -3.16455 -2.02446 3.34798
C 1.86365 0.24384 2.54031
H -2.30924 -1.64858 -4.70458
H 0.23651 3.48673 -4.99526
Sb -2.47748 -1.09498 -1.84840
H -3.14545 -4.51940 1.13649
C 2.44440 0.49107 3.79940
H -5.53749 -1.01026 1.99652
H 0.98639 5.79110 -0.83664
H 0.82005 -1.91443 2.12184
H 1.35504 -2.94880 -4.52986
H 0.49239 -5.46338 -3.63179
H 1.40069 -2.33438 -2.89715
C -2.15104 0.13285 0.03335
C 0.90655 4.30330 0.69280
C 0.53636 2.46020 -1.28764
C 0.49607 -4.26336 -0.76512
C -3.77978 -4.93875 -2.74926
C -0.33534 -3.12710 -0.70897
C 0.69590 2.94691 0.96630
H -5.14138 -1.70410 0.43097
H -5.04617 3.23211 -2.06155
O 1.99572 -0.27788 0.25956
H -4.77996 -2.60936 -1.42880

Forces on the atoms, in the same order (eV/Å):
0.044 -0.012 0.023
0.016 0.022 -0.054
0.021 0.062 -0.051
-0.137 -0.058 0.029
0.036 -0.016 -0.006
0.006 0.019 0.006
0.020 0.039 0.041
-0.001 -0.015 -0.002
0.089 0.060 0.069
-0.004 0.005 -0.010
0.007 0.003 -0.003
0.089 -0.142 -0.040
-0.028 0.007 0.027
0.065 0.006 0.003
-0.010 0.054 -0.027
-0.239 0.050 0.092
-0.023 0.006 -0.013
-0.081 -0.116 -0.078
-0.073 0.020 -0.088
0.012 -0.077 0.066
-0.163 -0.050 -0.263
0.010 0.010 0.040
0.138 0.011 0.113
0.023 -0.038 0.005
0.062 0.046 -0.020
-0.059 -0.468 -0.116
0.031 0.059 -0.012
0.076 -0.028 0.271
0.040 0.080 -0.017
-0.002 0.001 -0.009
0.010 -0.013 -0.070
0.021 0.008 0.051
-0.034 -0.105 -0.034
0.132 0.138 -0.047
0.020 -0.019 -0.003
0.068 -0.068 0.009
-0.040 -0.019 0.034
-0.006 0.002 -0.008
0.024 0.024 -0.011
0.024 0.026 -0.020
-0.015 -0.003 -0.017
-0.028 0.030 0.027
0.000 -0.064 -0.044
-0.022 0.002 -0.001
-0.087 0.055 0.069
-0.007 -0.030 0.007
0.032 -0.019 0.048
0.009 0.003 -0.016
-0.060 0.048 -0.002
0.018 -0.046 -0.072
-0.012 -0.035 -0.134
0.005 -0.021 -0.019
0.033 0.000 0.018
0.123 -0.192 0.035
0.095 0.033 0.054
-0.026 -0.039 -0.040
-0.061 0.042 0.117
0.016 -0.032 -0.027
0.026 -0.043 0.011
0.047 -0.094 0.046
0.010 0.016 0.000
0.053 0.266 0.065
0.020 -0.005 0.026
0.257 0.127 0.026
-0.004 -0.019 -0.044
-0.013 -0.047 -0.063
0.012 0.008 0.004
0.015 0.021 0.011
-0.011 -0.017 -0.008
-0.025 0.014 -0.045
-0.044 0.018 0.020
-0.043 0.088 -0.012
-0.022 0.005 0.035
0.010 -0.059 0.061
0.001 -0.011 -0.055
-0.026 0.006 -0.014
0.011 0.018 0.021
0.032 0.086 0.087
-0.015 0.015 -0.002
0.010 0.018 -0.052
-0.176 0.051 0.038
0.001 -0.026 -0.028
0.002 -0.011 0.003
-0.219 0.155 0.069
-0.057 -0.005 -0.053
-0.036 0.022 0.046
-0.007 0.030 -0.048
-0.002 -0.021 0.000
-0.011 -0.045 -0.036
-0.059 0.026 -0.002
-0.031 -0.009 0.001
-0.015 0.007 -0.004
-0.190 0.103 -0.146
0.015 -0.029 0.068
0.006 0.017 0.139
-0.034 -0.002 -0.052
-0.050 -0.067 -0.078
-0.012 -0.038 -0.034
0.029 -0.035 -0.122
-0.036 0.181 0.158
0.021 -0.006 0.020
0.326 0.003 0.176
0.036 0.046 -0.110

These are the Löwdin partial charges, in e, on atoms 1 to 5:
1 C 0.025
2 C 0.028
3 C 0.040
4 C -0.165
5 H 0.061

---

Question: charge of number 3 (C40H50Br2N5OReSbSi3)?
Answer: +2

---

Question: Which formula does entry 2 have?
Answer: C15H26ClIInN2O2P